# 1
18
Properties=species:S:1:pos:R:3:lowdin_charge:R:1 method="wB97M-V/def2-TZVPD" fmax_ev_per_a=3.4 homo_energy_ha=-0.46837 spin_multiplicity=1 energy_ev=-24130.52583 total_charge=+1 relative_energy_kj_mol=304.6 gap_ev=7.7
H 1.3377 -3.1799 1.4076 0.13
C 1.1780 0.0608 1.6330 -0.10
H -1.3085 0.8296 1.6924 0.18
N 1.3383 -1.1485 1.8991 0.13
C 0.3714 0.6812 0.5158 -0.62
N 1.0556 -2.0524 -0.2268 0.20
C -1.6957 0.0728 -0.2909 0.02
N -1.0322 0.4644 0.7895 0.11
S 0.5945 2.5825 0.3955 0.88
O 1.3937 0.6281 -1.4968 0.11
H 1.6382 0.8806 2.1339 0.10
C 1.1909 -2.1651 1.0070 -0.32
H -2.6893 -0.2678 -0.1288 0.17
H -0.9036 -1.0633 -1.8378 0.18
C 0.5070 0.0206 -0.7766 -0.41
H 0.1404 2.6920 1.6634 -0.11
H 1.2870 0.5185 -2.4644 0.17
N -0.8074 -0.2472 -1.2371 0.17

=====

# 2
17
Properties=species:S:1:pos:R:3:lowdin_charge:R:1 method="wB97M-V/def2-TZVPD" fmax_ev_per_a=5.9 smiles="S/N=C/N[N+]1=C=NC=CC1" homo_energy_ha="-0.46771 / -0.46770" spin_multiplicity=1 energy_ev=-22081.75862 total_charge=+1 relative_energy_kj_mol=554.7 gap_ev="7.5 / 7.5"
H 1.8830 2.8159 -0.5437 0.07
H 1.9201 -1.5246 -0.2044 0.16
N -2.3412 -0.1212 -0.2720 -0.44
H -3.4605 1.6598 -0.4953 -0.12
N 0.2440 1.8467 0.2352 0.18
C -0.2161 0.7241 0.2237 -0.07
H -0.1570 -2.3726 0.5123 0.15
C 2.2732 0.7401 -0.2708 -0.03
N -0.5614 -1.6074 0.0014 0.10
C -1.9557 -1.3462 -0.1900 -0.17
H -2.6891 -2.1301 -0.2728 0.14
H 3.3892 0.6151 -0.4859 0.15
C 1.7336 -0.5240 0.3434 -0.09
H 1.8996 -0.6925 1.4863 0.17
C 1.5960 1.9119 -0.2886 -0.02
S -3.8227 0.4918 -0.0190 0.87
N 0.2648 -0.4868 0.2401 -0.07

=====

# 3
21
Properties=species:S:1:pos:R:3:lowdin_charge:R:1 method="wB97M-V/def2-TZVPD" fmax_ev_per_a=0.7 homo_energy_ha=-0.32238 spin_multiplicity=1 energy_ev=-24723.49669 total_charge=0 relative_energy_kj_mol=5.2 gap_ev=8.9
C 2.4167 0.0399 -0.6742 -0.64
N -2.1083 2.7957 -0.2589 0.09
H -1.4587 -0.6535 1.3041 0.11
H 2.6903 -1.4062 2.2223 0.09
N -2.5587 -0.8847 -0.9306 0.21
C -1.0739 2.1960 -0.7055 -0.32
H -3.1869 -0.5360 -0.2224 0.08
C -1.2476 -1.0129 -0.6865 -0.65
H -2.8479 -0.8565 -1.8925 0.13
O 2.1018 -0.7232 0.4082 -0.18
C 3.0967 -0.7601 1.4492 -0.05
H 4.0295 -1.1663 1.0643 0.09
O -0.4462 -1.2136 -1.6531 -0.24
N -0.1634 1.5915 -1.1209 -0.01
N -3.4805 1.3084 1.1815 0.10
O 3.4638 0.6344 -0.7407 -0.02
N -0.8325 -0.9593 0.5758 0.22
C -2.8496 2.0125 0.5123 -0.39
H 3.2793 0.2395 1.8395 0.09
Sn 1.0052 0.2828 -2.3985 1.21
H 0.1709 -0.9284 0.7263 0.09

=====

# 4
18
Properties=species:S:1:pos:R:3:lowdin_charge:R:1 method="wB97M-V/def2-TZVPD" fmax_ev_per_a=5.5 smiles="Cn1nnc2[nH]cnc2c1=[NH2+]" homo_energy_ha=-0.50794 spin_multiplicity=1 energy_ev=-14230.66642 total_charge=+1 relative_energy_kj_mol=200.9 gap_ev=9.7
N 0.7703 0.9519 0.4947 -0.10
C 1.4132 2.2209 0.5319 0.00
C -0.5327 -0.8051 -0.4212 -0.13
C -1.5647 -2.6057 -0.3802 -0.14
N 1.2478 0.1722 1.4116 0.07
H -2.2695 -3.4118 -0.7050 0.17
H 2.2865 2.2973 -0.0490 0.09
C 0.0858 -1.5635 0.5824 -0.20
H -1.1508 1.2133 -2.0663 0.12
C -0.0697 0.6275 -0.5205 -0.11
H 0.7102 3.0634 0.0106 0.14
N -0.6674 -2.7392 0.6326 0.17
H -0.5836 -3.3954 1.4694 0.22
H 1.5541 2.6126 1.5696 0.13
H -0.2938 2.4335 -1.5239 0.09
N -1.4692 -1.5152 -1.0135 0.13
N -0.4049 1.4767 -1.4915 0.25
N 0.9383 -1.0333 1.4684 0.13

=====

# 5
19
Properties=species:S:1:pos:R:3:lowdin_charge:R:1 method="wB97M-V/def2-TZVPD" fmax_ev_per_a=5.1 homo_energy_ha=-0.52289 spin_multiplicity=1 energy_ev=-16275.20333 total_charge=+1 relative_energy_kj_mol=436.9 gap_ev=10.8
H -2.7279 2.2800 -0.2051 0.01
N -1.7512 -1.7667 0.1682 -0.04
H 1.0844 -1.2390 -0.4287 0.06
N -1.7971 2.4254 0.0092 0.26
H 3.8466 -0.0905 -0.7727 0.16
N -3.0367 -1.5583 -0.1466 0.05
H 1.6143 2.4197 0.5987 0.10
C -0.5927 -1.7771 0.1404 0.14
H 3.3993 -1.8305 -0.1780 0.10
C -0.8736 1.6805 -0.1335 -0.17
C -3.4703 -0.2875 0.0867 -0.22
N -0.0306 0.7752 -0.2561 0.18
O 2.0066 1.7368 0.1519 0.22
N -3.8205 0.7907 0.0449 0.20
C 3.2110 -0.7632 -0.0008 -0.03
N 1.8211 -0.5302 -0.2187 0.04
H 3.5438 -0.5680 0.9940 0.09
H -3.7150 -2.3369 0.2082 0.23
C 1.2886 0.6396 -0.0620 -0.39

=====

# 6
14
Properties=species:S:1:pos:R:3:lowdin_charge:R:1 method="wB97M-V/def2-TZVPD" fmax_ev_per_a=1.4 homo_energy_ha=-0.35116 spin_multiplicity=1 energy_ev=-8832.49344 total_charge=0 relative_energy_kj_mol=357.9 gap_ev=10.5
H 1.5893 1.7590 0.3345 0.12
C 0.6970 -0.1413 0.8219 -0.20
C 0.4454 0.4627 -1.0776 -0.15
C -0.7046 -0.7736 0.5816 -0.30
H 0.4982 0.8961 -2.0755 0.12
H 1.2786 -0.4296 1.6892 0.13
C 0.6058 1.2594 0.2529 -0.07
N 1.2285 -0.6633 -0.5175 0.05
H -0.9087 -1.6711 1.1712 0.15
O -1.8313 0.0792 0.6519 -0.03
H -0.3357 -1.8700 -1.3933 0.14
H -2.1736 0.1158 -0.2534 0.10
C -0.1764 -0.9489 -0.8103 -0.17
H -0.1638 1.9333 0.6353 0.10

=====

# 7
14
Properties=species:S:1:pos:R:3:lowdin_charge:R:1 method="wB97M-V/def2-TZVPD" fmax_ev_per_a=2.2 homo_energy_ha=-0.29871 spin_multiplicity=1 energy_ev=-8830.90561 total_charge=0 relative_energy_kj_mol=511.1 gap_ev=8.7
H -0.4175 -2.2786 -0.7021 0.09
N 0.3181 -1.7959 -0.2034 0.05
H 1.9840 -0.2018 0.9112 0.11
H 0.4828 -0.3010 -1.6340 0.13
O 0.9990 2.1115 2.0413 0.08
H -0.7272 1.0816 0.7263 0.07
C -1.3111 0.3711 -0.3452 -0.16
H 0.2320 -1.9594 0.7915 0.10
C 0.4515 -0.4542 -0.5625 -0.32
C 1.3398 0.3706 0.2446 -0.13
C 0.4758 1.3388 1.3283 -0.20
C -2.3913 0.3233 -0.8953 0.05
H 1.9063 1.0964 -0.3348 0.11
H -3.3422 0.2975 -1.3659 0.01

=====

# 8
14
Properties=species:S:1:pos:R:3:lowdin_charge:R:1 method="wB97M-V/def2-TZVPD" fmax_ev_per_a=1.8 homo_energy_ha=-0.34137 spin_multiplicity=1 energy_ev=-8833.09549 total_charge=0 relative_energy_kj_mol=299.8 gap_ev=10.4
C -0.2682 -0.0457 -0.3352 -0.35
H -1.7196 1.8379 -2.1617 0.08
H -0.5020 2.3585 -0.9695 0.07
H -0.0987 -2.3397 -0.3742 0.14
C 0.2010 -1.4067 0.0769 -0.09
N -1.3687 0.4221 -0.6958 0.07
H 1.1959 -2.1880 1.8361 0.12
C -1.4436 1.8145 -1.1014 -0.12
H -2.2372 2.3301 -0.5490 0.08
H 0.4465 -0.5281 2.1919 0.12
C 1.5091 -0.7111 0.2704 -0.22
O 0.9762 0.5620 -0.1389 0.03
H 2.5441 -0.8499 0.4916 0.14
C 0.7652 -1.2559 1.4589 -0.06